No. 1
Below is 2 unconnected molecules or ions with the total composition C17H21N2O5 in a non-equilibrium geometry, with properties calculated with ωB97M-V/def2-TZVPD.

Last column: natural (NBO) charge in e.
Element x y z (Å)
C  3.586303  -2.425958  0.740924  -0.64
C  2.434025  -1.299165  0.959984  -0.08
O  2.885758  0.011519  0.494832  -0.56
C  2.060410  1.049233  1.023166  0.81
O  2.142952  1.290072  2.271103  -0.59
C  1.050211  1.956140  0.178152  -0.52
C  0.562417  1.295729  -1.215185  -0.42
C  -1.064296  1.232810  -1.270054  -0.45
C  -1.484122  -0.055802  -0.423940  0.02
C  -1.130264  -1.461458  -1.047661  -0.22
C  -1.462264  -2.754654  -0.282492  -0.22
C  -2.159371  -2.748302  1.145047  0.11
N  -2.367997  -4.030324  1.760202  -0.36
C  -2.995191  -3.821522  3.024929  -0.06
C  -3.434860  -2.464121  3.636461  0.43
O  -4.091211  -2.425703  4.919963  -0.70
N  -3.213496  -1.217575  2.987319  -0.42
C  -2.540364  -1.365703  1.725332  0.13
C  -2.202482  -0.026086  0.942298  -0.01
C  -2.646109  1.373438  1.637472  -0.66
H  3.508420  -3.205332  1.575349  0.21
H  3.448865  -2.986145  -0.254107  0.21
H  4.628693  -1.927915  0.757372  0.23
H  1.476580  -1.623933  0.391629  0.19
H  2.198228  -1.271645  2.082335  0.19
H  0.104730  2.104119  0.816614  0.23
H  1.488672  2.999753  -0.009614  0.27
H  0.985704  1.868148  -2.122588  0.30
H  1.012718  0.229635  -1.235179  0.20
H  -1.336090  1.039523  -2.371718  0.25
H  -1.560376  2.206460  -0.945202  0.23
H  -0.620062  -1.540036  -2.065784  0.24
H  -1.179528  -3.757679  -0.776795  0.23
H  -3.195648  -4.764097  3.661068  0.21
H  -3.427484  -1.982391  5.502565  0.49
H  -2.247100  2.285995  1.083673  0.23
H  -2.199043  1.351782  2.706486  0.23
H  -3.782082  1.347823  1.761052  0.23
C  2.852184  3.507120  -5.256386  -0.73
C  1.773111  3.840208  -4.229053  0.76
O  1.949565  4.902948  -3.584749  -0.78
O  0.835152  3.003015  -4.154968  -0.82
H  3.634999  4.269362  -5.271952  0.19
H  3.311102  2.544666  -5.013935  0.20
H  2.408644  3.446050  -6.253964  0.20

Forces on atoms 1 to 6 (eV/Å):
C -0.2 0.5 -0.3
C 0.0 -1.6 0.4
O -2.1 0.6 0.3
C 0.2 1.3 4.5
O -0.3 -1.2 -4.9
C -0.3 -0.6 -0.9

Properties
ΔE to the lowest compared entry with this formula, charge and spin ... 0.0 kJ/mol
HOMO-LUMO gap ... 0.19545 Eh
Lowest unoccupied orbital energy ... 0.96 eV
Charge ... -1
Multiplicity ... 1

***

No. 2
Below is C17H21N3O3S in the gas phase in a non-equilibrium geometry, with properties calculated with ωB97M-V/def2-TZVPD.

Last column: natural (NBO) charge in e.
Element x y z (Å)
C  -4.498772  -3.250126  0.268033  -0.63
C  -3.079922  -2.777375  0.206673  -0.01
C  -2.277963  -3.099351  -0.884515  -0.20
C  -0.967522  -2.673012  -0.955850  -0.18
C  -0.429102  -1.913015  0.077005  0.11
C  -1.206566  -1.615210  1.191111  -0.19
C  -2.523112  -2.038726  1.242266  -0.22
H  -3.120272  -1.801980  2.110856  0.21
H  -0.777334  -1.096453  2.036660  0.21
N  0.905751  -1.484965  -0.017086  -0.18
C  1.420593  -0.244349  0.249596  0.34
C  2.777089  -0.319841  0.003323  -0.17
C  2.984819  -1.659245  -0.408901  0.15
N  1.860183  -2.341892  -0.419997  -0.26
C  4.365690  -2.086385  -0.672975  -0.67
H  4.647750  -2.040237  -1.721443  0.25
H  4.616401  -3.051244  -0.244910  0.27
S  5.293401  -0.738809  0.193901  2.15
O  5.529259  -1.135653  1.553865  -0.94
O  6.434436  -0.335693  -0.580542  -0.94
C  3.963258  0.538632  0.151747  -0.63
H  4.154802  1.185117  -0.699889  0.26
H  3.984910  1.112755  1.072070  0.26
N  0.596361  0.810034  0.603792  -0.64
C  0.874920  2.140449  0.405234  0.70
O  1.930870  2.540939  -0.018003  -0.59
C  -0.289143  3.032683  0.785899  -0.50
H  0.063672  4.064326  0.758132  0.24
H  -0.600833  2.798246  1.806412  0.22
C  -1.482835  2.879747  -0.171779  -0.20
C  -1.068623  3.233611  -1.597379  -0.61
H  -1.906533  3.108068  -2.279270  0.21
H  -0.252276  2.598302  -1.933229  0.21
H  -0.734844  4.267254  -1.647337  0.21
C  -2.633292  3.770277  0.291438  -0.60
H  -3.486525  3.661743  -0.373728  0.21
H  -2.948067  3.506076  1.298737  0.21
H  -2.328189  4.813961  0.289411  0.21
H  -1.829013  1.837897  -0.157850  0.19
H  -0.355921  0.558738  0.831814  0.42
H  -0.341457  -2.925335  -1.796613  0.24
H  -2.690699  -3.689767  -1.689043  0.22
H  -5.044752  -2.749550  1.063313  0.22
H  -5.005261  -3.067509  -0.677663  0.22
H  -4.525334  -4.323155  0.456693  0.23

Forces on atoms 1 to 6 (eV/Å):
C 0.0 -0.1 0.0
C 0.0 0.1 0.1
C 0.1 0.1 0.1
C 0.1 0.1 0.0
C -0.6 -0.2 0.0
C 0.2 0.0 -0.1

Properties
ΔE to the lowest compared entry with this formula, charge and spin ... 218.0 kJ/mol
HOMO-LUMO gap ... 0.34073 Eh
Lowest unoccupied orbital energy ... 0.39 eV
Multiplicity ... 1

***

No. 3
Below is C17H21N3O4 in the gas phase in a non-equilibrium geometry, with properties calculated with ωB97M-V/def2-TZVPD.

Last column: natural (NBO) charge in e.
Element x y z (Å)
O  0.956801  -1.418224  1.586139  -0.60
O  -2.116959  -1.211545  3.135162  -0.62
O  3.009036  3.067231  -5.060321  -0.59
O  -2.400297  -6.111869  4.484500  -0.73
C  -0.185004  -0.982135  1.781527  0.58
C  -0.942675  -1.533441  2.965964  0.59
C  2.475888  2.426896  -4.188017  0.70
C  1.145068  0.506756  -0.645848  -0.22
C  -1.025484  1.514134  -0.897370  -0.22
C  -0.177038  0.643805  -0.177049  0.13
C  0.767892  2.086697  -2.476010  0.20
C  1.609854  1.212125  -1.777583  -0.04
C  -0.548436  2.299807  -1.982149  -0.05
N  -0.742707  -0.039420  0.916892  -0.58
N  -0.327403  -2.368754  3.867666  -0.61
N  1.250869  2.810290  -3.582834  -0.47
C  -2.176277  -4.721300  4.332915  -0.06
C  3.147980  1.092175  -3.728342  -0.48
C  3.046012  0.971271  -2.219354  -0.42
C  -1.457314  3.331509  -2.654109  -0.42
C  -0.892487  -2.763339  5.195530  -0.22
C  0.473081  3.904549  -4.148532  -0.21
C  -1.034387  -4.276774  5.284566  -0.42
C  -1.008460  3.525222  -4.116591  -0.40
H  -1.658237  -6.630998  4.118567  0.47
H  1.866337  -0.155086  -0.127565  0.25
H  -2.091964  1.647614  -0.567379  0.21
H  -1.709122  0.244158  1.119682  0.42
H  0.657835  -2.489094  3.720290  0.41
H  -3.090678  -4.154428  4.601111  0.18
H  -1.951125  -4.515115  3.296173  0.17
H  2.617955  0.298258  -4.283101  0.23
H  4.203832  1.053498  -4.008550  0.24
H  3.286248  -0.047233  -1.900137  0.22
H  3.731168  1.685602  -1.768498  0.22
H  -1.395477  4.299106  -2.106797  0.22
H  -2.501011  2.991592  -2.594458  0.22
H  -0.216237  -2.412180  5.965244  0.20
H  -1.858260  -2.321631  5.460798  0.23
H  0.653513  4.826452  -3.606967  0.19
H  0.777874  4.061991  -5.190892  0.24
H  -1.253060  -4.605078  6.307926  0.22
H  -0.107905  -4.735583  4.976424  0.19
H  -1.593283  4.343936  -4.592371  0.22
H  -1.215955  2.648551  -4.716251  0.21

Forces on atoms 1 to 6 (eV/Å):
O -1.0 0.4 0.4
O 0.4 0.1 -0.5
O -0.4 0.6 -0.3
O -0.2 -0.7 -0.1
C 2.7 0.1 -2.1
C -2.4 0.0 1.9

Properties
ΔE to the lowest compared entry with this formula, charge and spin ... 125.9 kJ/mol
HOMO-LUMO gap ... 0.29867 Eh
Lowest unoccupied orbital energy ... 0.22 eV
Multiplicity ... 1

***

No. 4
Below is C17H21N3O4S in the gas phase, with properties calculated with ωB97M-V/def2-TZVPD.

Last column: natural (NBO) charge in e.
Element x y z (Å)
C  3.330275  -3.856621  3.060920  -0.26
O  1.980035  -3.475452  2.918652  -0.54
C  1.418084  -2.859153  4.046030  -0.07
C  1.811565  -1.379925  4.218279  -0.27
N  1.458816  -0.619757  3.031430  -0.44
C  2.436792  -0.240546  2.154958  0.30
S  4.052671  -0.418305  2.424520  -0.21
N  2.043007  0.356688  0.997195  -0.58
C  0.742170  0.638575  0.675127  0.27
C  0.398432  1.252534  -0.525805  -0.23
C  -0.929081  1.530363  -0.809099  -0.08
C  -1.924820  1.213840  0.120063  -0.24
C  -1.587131  0.606985  1.310170  -0.12
C  -0.256777  0.305254  1.597062  -0.22
C  0.100265  -0.361067  2.852647  0.68
O  -0.703045  -0.679172  3.702391  -0.58
H  -2.334575  0.353243  2.046007  0.24
H  -2.955286  1.467898  -0.074233  0.22
C  -1.216248  2.199231  -2.119558  0.66
O  -0.389981  2.900404  -2.672989  -0.62
N  -2.448846  1.968973  -2.619698  -0.61
H  -3.031827  1.248503  -2.222112  0.41
C  -2.847999  2.408080  -3.933428  -0.24
H  -3.849454  2.842664  -3.873161  0.20
C  -2.870859  1.224573  -4.913859  0.09
H  -3.273679  1.576636  -5.874017  0.18
C  -1.486577  0.570230  -5.100527  -0.45
H  -1.291174  0.401074  -6.158973  0.21
H  -0.694596  1.196861  -4.697598  0.23
C  -1.615414  -0.763030  -4.361950  -0.43
H  -1.340422  -0.651733  -3.311736  0.20
C  -3.112700  -1.035269  -4.491971  -0.06
H  -3.338196  -1.479760  -5.472125  0.16
O  -3.736729  0.227185  -4.378701  -0.54
H  -3.517811  -1.677993  -3.708747  0.19
H  -1.011308  -1.552372  -4.801945  0.22
H  -2.135836  3.163622  -4.268471  0.24
H  1.156746  1.527551  -1.243608  0.24
H  2.785970  0.625618  0.364436  0.43
H  1.256123  -0.971651  5.065067  0.23
H  2.883395  -1.271722  4.385073  0.25
H  1.691669  -3.395992  4.965405  0.17
H  0.335924  -2.921391  3.906619  0.21
H  3.471388  -4.472242  3.956737  0.16
H  3.999967  -2.992327  3.110323  0.19
H  3.573583  -4.442158  2.176621  0.19

Forces on atoms 1 to 6 (eV/Å):
C 0.1 0.0 0.0
O -0.1 0.1 -0.1
C -0.2 0.2 0.1
C 0.0 -0.6 0.4
N -0.1 0.1 -0.2
C 0.4 0.2 -0.3

Properties
ΔE to the lowest compared entry with this formula, charge and spin ... 91.8 kJ/mol
HOMO-LUMO gap ... 0.30481 Eh
Lowest unoccupied orbital energy ... -0.29 eV
Multiplicity ... 1

***

Calculated total energy / hartree: -1145.937149 -1448.581353 -1125.684533 -1523.874318
HOMO energy / eV: -4.36 -8.88 -7.91 -8.58